Density functional theory data (ωB97M-V/def2-TZVPD) for a structure of composition C57H90Br2N5O5PSi2Sn.

```
163
Properties=species:S:1:pos:R:3:forces:R:3
Sn -0.34644 -0.43954 -0.37123 0.68 0.00 -0.37
C 1.42803 -2.09309 3.15816 -0.07 -0.01 -0.13
C 1.99655 -2.07308 1.75594 -0.08 0.03 0.09
C 2.88595 -1.07252 1.35532 0.04 -0.01 0.09
C 3.25976 0.03285 2.31994 -0.07 -0.09 -0.11
C 3.40417 -1.07465 0.05524 0.02 0.01 -0.05
C 4.40982 -0.02057 -0.36001 -0.06 -0.11 0.00
C 3.00674 -2.06457 -0.85000 0.01 -0.01 0.00
C 3.46907 -2.02812 -2.29338 -0.03 -0.01 0.15
C 2.16797 -3.10630 -0.42725 0.02 0.01 -0.01
C 1.93024 -4.28279 -1.34937 -0.06 0.10 0.07
C 1.61155 -3.07843 0.85792 -0.06 0.02 -0.06
C 0.57626 -4.09860 1.28625 0.07 0.05 -0.03
H 0.41909 -1.66367 3.16579 0.06 0.00 0.02
H 2.04151 -1.53176 3.85841 0.01 0.00 0.00
H 1.35662 -3.11476 3.53274 -0.01 0.02 0.00
H 4.10000 -0.25731 2.95915 0.00 0.03 0.01
H 2.41541 0.28606 2.96015 0.01 0.01 -0.02
H 3.54315 0.93847 1.78620 0.02 -0.02 0.02
H 5.05249 -0.37955 -1.16298 -0.03 0.02 0.02
H 5.06029 0.25111 0.47025 -0.01 0.00 0.00
H 3.91312 0.88753 -0.71344 0.05 0.02 0.01
H 4.38910 -2.60328 -2.44447 -0.02 0.03 -0.01
H 3.65073 -1.00574 -2.62215 -0.01 -0.03 -0.01
H 2.70516 -2.44713 -2.94868 0.03 0.01 0.00
H 2.82771 -4.49972 -1.92892 -0.02 0.00 0.00
H 1.11868 -4.09337 -2.05598 0.09 -0.02 0.01
H 1.67844 -5.17967 -0.78643 0.00 0.01 -0.02
H 1.01306 -4.89513 1.89860 0.00 0.02 -0.03
H 0.08525 -4.55932 0.43065 0.01 0.00 0.04
H -0.20600 -3.61555 1.87294 0.05 -0.06 -0.03
C -3.78481 1.95764 -2.68684 -0.03 0.01 0.03
O -3.16945 2.61836 -1.56712 -0.09 0.04 -0.10
C -1.91172 2.27332 -1.27704 0.14 -0.05 -0.10
O -1.25947 1.45432 -1.91108 -0.13 0.16 0.37
N -1.46661 3.00798 -0.22113 -0.04 -0.22 -0.20
N -0.23943 2.67299 0.34886 -0.02 0.18 -0.23
H -4.05913 2.71906 -3.41425 0.01 0.03 0.00
H -4.67759 1.44927 -2.32967 0.03 0.04 0.04
H -3.10842 1.23251 -3.12833 0.03 0.01 0.00
H -2.17224 3.44639 0.35235 -0.06 0.06 0.03
H -0.36396 2.22865 1.25428 0.11 -0.17 -0.16
H 0.32006 3.50824 0.44846 0.03 0.07 -0.01
C 4.49557 4.17350 -4.17102 0.02 -0.02 -0.03
C 3.71825 3.26023 -5.13166 -0.04 -0.02 -0.01
C 4.45399 1.90821 -5.12157 0.03 0.03 -0.03
C 3.80621 3.84070 -6.55359 -0.02 0.03 0.02
Si 1.88053 3.08168 -4.57353 0.17 -0.03 0.13
Br 2.01665 1.75327 -2.74617 -0.08 -0.07 0.00
C 1.12532 4.73380 -3.93424 0.00 0.01 -0.02
C 1.66359 5.08508 -2.53702 0.01 0.04 0.00
C -0.40195 4.64033 -3.79619 -0.02 0.01 -0.01
C 1.43976 5.88655 -4.90414 -0.02 -0.03 -0.03
C 0.77189 2.15008 -5.82601 -0.04 0.07 0.01
C 1.49504 0.91220 -6.37646 0.00 0.01 -0.02
C -0.52300 1.64839 -5.16642 -0.02 -0.07 -0.07
C 0.39818 3.06575 -7.00592 -0.01 0.00 0.03
H 5.54287 4.21851 -4.49370 -0.05 -0.02 0.01
H 4.48088 3.77767 -3.15201 0.00 0.03 -0.03
H 4.11698 5.19546 -4.15313 0.04 -0.03 0.00
H 5.47953 2.06594 -5.47801 -0.05 0.00 0.01
H 3.99016 1.16558 -5.76804 0.05 0.01 0.03
H 4.51163 1.49127 -4.11565 -0.01 0.01 -0.01
H 4.85751 4.01360 -6.81183 -0.04 -0.01 0.02
H 3.28109 4.79456 -6.65245 0.05 -0.06 -0.02
H 3.39908 3.14958 -7.29467 0.03 0.04 0.02
H 1.28849 4.37782 -1.79571 0.02 0.01 0.00
H 1.31474 6.08852 -2.26181 0.00 -0.05 -0.02
H 2.75210 5.08030 -2.47977 -0.07 0.03 0.02
H -0.69759 3.81580 -3.14204 0.03 0.03 -0.02
H -0.89925 4.51747 -4.75939 0.00 0.02 0.05
H -0.77572 5.57144 -3.35252 0.03 -0.04 0.00
H 2.50347 6.12406 -4.94153 -0.05 0.00 -0.01
H 0.91350 6.78981 -4.57465 0.01 -0.03 0.00
H 1.10760 5.66676 -5.92309 0.01 0.04 0.05
H 1.83383 0.25001 -5.57459 -0.01 0.03 -0.04
H 2.35075 1.17489 -7.00068 -0.03 -0.03 0.01
H 0.79560 0.34495 -7.00157 0.03 0.02 0.02
H -0.33136 1.02636 -4.29068 0.00 0.03 -0.03
H -1.07377 1.03744 -5.89158 0.06 0.07 0.03
H -1.18379 2.45640 -4.85879 0.02 -0.05 0.00
H 1.27429 3.45563 -7.52788 -0.05 -0.02 -0.01
H -0.20961 3.91583 -6.68719 0.02 -0.05 -0.03
H -0.19291 2.49555 -7.73199 0.02 0.02 0.03
C -3.21724 -6.20908 -0.48627 0.02 0.02 -0.01
C -3.74171 -4.97295 -0.13087 0.04 0.02 -0.03
C -3.16513 -3.80996 -0.62224 0.09 -0.11 0.00
C -2.06618 -3.84016 -1.48842 0.04 0.12 0.21
C -1.56175 -5.09619 -1.83508 -0.03 -0.01 -0.08
C -2.12423 -6.26700 -1.33995 -0.01 0.00 0.03
Si -1.29881 -2.23702 -2.16934 -0.43 -0.32 -0.41
C -2.60008 -1.61322 -3.41340 0.00 0.17 0.11
C -2.23905 -1.32653 -4.73231 -0.01 -0.02 0.02
C -3.16788 -0.85854 -5.65465 -0.02 0.01 0.01
C -4.49070 -0.66835 -5.27835 0.02 -0.02 0.05
C -4.87510 -0.95612 -3.97405 0.05 -0.05 0.00
C -3.93809 -1.41248 -3.05644 -0.01 -0.05 -0.03
H -3.65941 -7.12038 -0.10214 0.02 0.01 0.00
H -4.59610 -4.91297 0.53368 0.02 0.00 0.00
H -3.58425 -2.86108 -0.31482 -0.04 0.04 0.02
H -0.71911 -5.16447 -2.51606 -0.06 -0.01 0.04
H -1.70872 -7.22861 -1.61918 -0.01 0.04 -0.02
H -0.26895 -2.77351 -3.11385 0.16 0.15 0.09
H -1.21069 -1.48011 -5.04747 -0.06 0.02 0.01
H -2.86046 -0.64694 -6.67277 0.00 -0.01 0.02
H -5.21685 -0.30413 -5.99494 0.01 -0.02 0.00
H -5.90796 -0.82586 -3.67021 0.02 0.01 -0.01
H -4.26610 -1.62355 -2.04294 0.02 0.02 -0.05
O -0.17398 1.20482 2.85353 -0.07 -0.01 0.02
P -0.50277 2.41193 3.64781 -0.21 0.23 0.26
N 0.54064 3.66241 3.36481 0.11 -0.05 0.16
C 0.25992 5.10131 3.32644 -0.01 -0.02 -0.16
C 1.62720 5.74135 3.06582 0.05 -0.07 -0.05
C 2.41592 4.64049 2.35364 -0.05 0.04 0.04
C 1.95474 3.37607 3.06999 -0.04 0.15 0.08
N -0.55139 2.04058 5.27459 0.28 -0.08 0.03
C -0.02482 0.73621 5.72453 -0.06 0.13 0.04
C 1.28575 1.10427 6.41146 -0.10 0.08 0.01
C 0.91865 2.39675 7.15482 -0.01 -0.06 -0.10
C -0.19050 3.04714 6.29039 0.01 -0.11 -0.01
N -1.99542 3.05408 3.22651 -0.06 -0.16 0.00
C -2.72844 3.94227 4.13725 -0.01 -0.04 -0.06
C -4.06731 4.14107 3.42102 0.01 -0.08 -0.01
C -4.27258 2.83344 2.61876 0.04 0.06 0.08
C -2.98900 2.02382 2.84065 0.02 0.09 0.04
H -0.17250 5.46970 4.25931 0.02 -0.01 0.02
H -0.44818 5.33163 2.52358 -0.02 -0.03 -0.01
H 2.11333 5.98812 4.01239 -0.02 0.00 0.00
H 1.54086 6.65566 2.47992 0.02 0.01 0.03
H 3.49439 4.77863 2.41569 0.00 0.01 -0.03
H 2.13870 4.60020 1.29678 0.02 -0.02 0.01
H 2.53804 3.22552 3.98775 -0.01 -0.02 0.01
H 2.04244 2.47963 2.46137 -0.03 -0.01 -0.02
H 0.08192 0.06285 4.87914 0.00 0.00 0.00
H -0.72088 0.29441 6.44528 -0.01 0.00 -0.03
H 2.04667 1.29769 5.64993 0.01 -0.03 0.02
H 1.65033 0.32460 7.08029 0.03 0.01 -0.03
H 1.77215 3.06120 7.28765 -0.02 -0.01 0.03
H 0.52374 2.15649 8.14263 0.02 0.02 0.01
H 0.15750 3.96249 5.81047 0.01 -0.03 -0.01
H -1.05967 3.30343 6.90014 -0.01 0.00 0.00
H -2.19196 4.87496 4.30093 -0.04 0.00 0.02
H -2.88794 3.45621 5.10928 0.04 -0.02 0.00
H -4.01028 5.00011 2.75222 -0.01 0.00 0.00
H -4.87125 4.32361 4.13370 0.01 0.03 -0.03
H -4.41303 3.04056 1.55676 -0.01 0.02 0.00
H -5.14297 2.27493 2.96100 0.00 0.01 -0.03
H -2.65481 1.49207 1.95550 -0.02 0.08 0.01
H -3.13097 1.28979 3.64675 0.02 0.05 0.02
Br -4.98734 -3.41347 5.02760 0.01 0.02 -0.05
C -4.96932 -2.19778 3.57001 -0.03 -0.07 0.10
C -6.13058 -1.51062 3.25301 0.00 0.09 -0.09
C -6.11664 -0.61664 2.18870 0.03 -0.05 0.05
C -4.95099 -0.40970 1.46686 0.02 0.03 -0.05
C -3.79621 -1.10682 1.80246 0.04 0.00 0.00
C -3.80215 -2.01533 2.85428 0.10 -0.06 -0.05
C -2.53345 -0.88441 1.03267 -0.21 0.14 0.18
O -1.54295 -1.63124 1.21119 -0.26 0.03 0.03
O -2.49054 0.07916 0.19813 0.03 -0.49 0.12
H -7.03209 -1.67300 3.82748 0.01 -0.01 0.00
H -7.02080 -0.08091 1.92945 0.01 -0.01 0.00
H -4.91541 0.28777 0.63905 -0.02 -0.01 0.03
H -2.89949 -2.56527 3.08900 -0.04 0.04 0.01
```
Positions in Å, forces in eV/Å.

## Properties
**ΔE to the lowest compared entry with this formula, charge and spin**: 0.189 eV
**Gap between HOMO and LUMO**: 7.074 eV